Computed, not measured: a 2-piece molecular cluster, C3H9NO overall, with ωB97M-V/def2-TZVPD.

XYZ file:
```
14
Properties=species:S:1:pos:R:3
C 1.30 -0.83 0.86
C 0.00 -0.09 1.10
C -1.41 1.43 0.02
N -0.40 0.69 -0.04
H 1.17 -1.85 0.48
H 1.90 -0.39 0.07
H 1.94 -0.99 1.73
H 0.12 0.45 2.04
H -0.77 -0.80 1.46
H -2.17 1.27 0.80
H -1.59 2.15 -0.77
H -0.24 0.01 -1.91
H 0.39 -0.39 -3.24
O -0.25 -0.69 -2.59
```

## Properties
Energy relative to the best compared isomer or geometry (same formula, charge and spin)   37.9 kcal/mol
Charge   0
SMILES string   C=NCC.O
Frontier orbital gap   0.4038 Ha
LUMO energy   0.99 eV
Calculated total energy   -6793.4114 eV

Mulliken population analysis, charges in e, atoms 1 to 8: number 1, C, carries -1.1666; number 2, C, carries -0.3676; number 3, C, carries -0.3191; number 4, N, carries -0.4208; number 5, H, carries 0.2762; number 6, H, carries 0.3328; number 7, H, carries 0.3586; number 8, H, carries 0.3404


Computed, not measured: one molecule with the formula C9H16N4OS, with ωB97M-V/def2-TZVPD.

XYZ file:
```
31
Properties=species:S:1:pos:R:3
C 1.94 1.16 0.14
C 0.13 -0.36 -0.69
C 0.89 0.91 -0.94
C -1.93 -1.59 -0.34
C -2.11 0.71 -1.03
C -2.63 -1.40 0.99
C -2.77 1.21 0.25
C 2.08 -1.60 -0.43
C 2.07 2.54 0.71
N 0.74 -1.46 -0.37
N -1.23 -0.40 -0.76
N 2.71 0.20 0.43
N 2.68 -2.53 0.36
O 3.67 0.06 1.23
S -3.88 -0.07 0.90
H 0.25 1.79 -1.00
H 1.40 0.80 -1.91
H -1.19 -2.39 -0.25
H -2.66 -1.86 -1.11
H -2.89 0.36 -1.72
H -1.58 1.53 -1.52
H -3.17 -2.30 1.28
H -1.92 -1.14 1.77
H -2.03 1.45 1.01
H -3.40 2.09 0.06
H 2.61 -1.39 -1.36
H 2.61 2.49 1.65
H 1.09 3.00 0.88
H 2.64 3.18 0.04
H 3.67 -2.35 0.49
H 2.21 -2.66 1.25
```

## Properties
Charge   0
Spin multiplicity   3
Frontier orbital gap (spin up / spin down)   0.1808 / 0.2566 Ha
LUMO energy (spin up / spin down)   0.69 / -1.27 eV
Calculated total energy   -28430.4670 eV

Mulliken population analysis, charges in e, atoms 1 to 8: number 1, C, carries 0.5832; number 2, C, carries 0.6921; number 3, C, carries -0.6121; number 4, C, carries -0.7964; number 5, C, carries -0.9866; number 6, C, carries -0.6632; number 7, C, carries -0.5861; number 8, C, carries -0.2945


What did the second record say?
Computed, not measured: one molecule with the formula C9H16N4OS, with ωB97M-V/def2-TZVPD.

XYZ file:
```
31
Properties=species:S:1:pos:R:3
C 1.94 1.16 0.14
C 0.13 -0.36 -0.69
C 0.89 0.91 -0.94
C -1.93 -1.59 -0.34
C -2.11 0.71 -1.03
C -2.63 -1.40 0.99
C -2.77 1.21 0.25
C 2.08 -1.60 -0.43
C 2.07 2.54 0.71
N 0.74 -1.46 -0.37
N -1.23 -0.40 -0.76
N 2.71 0.20 0.43
N 2.68 -2.53 0.36
O 3.67 0.06 1.23
S -3.88 -0.07 0.90
H 0.25 1.79 -1.00
H 1.40 0.80 -1.91
H -1.19 -2.39 -0.25
H -2.66 -1.86 -1.11
H -2.89 0.36 -1.72
H -1.58 1.53 -1.52
H -3.17 -2.30 1.28
H -1.92 -1.14 1.77
H -2.03 1.45 1.01
H -3.40 2.09 0.06
H 2.61 -1.39 -1.36
H 2.61 2.49 1.65
H 1.09 3.00 0.88
H 2.64 3.18 0.04
H 3.67 -2.35 0.49
H 2.21 -2.66 1.25
```

## Properties
Charge   0
Spin multiplicity   3
Frontier orbital gap (spin up / spin down)   0.1808 / 0.2566 Ha
LUMO energy (spin up / spin down)   0.69 / -1.27 eV
Calculated total energy   -28430.4670 eV

Mulliken population analysis, charges in e, atoms 1 to 8: number 1, C, carries 0.5832; number 2, C, carries 0.6921; number 3, C, carries -0.6121; number 4, C, carries -0.7964; number 5, C, carries -0.9866; number 6, C, carries -0.6632; number 7, C, carries -0.5861; number 8, C, carries -0.2945


Copy entry 1 word for word.
Computed, not measured: a 2-piece molecular cluster, C3H9NO overall, with ωB97M-V/def2-TZVPD.

XYZ file:
```
14
Properties=species:S:1:pos:R:3
C 1.30 -0.83 0.86
C 0.00 -0.09 1.10
C -1.41 1.43 0.02
N -0.40 0.69 -0.04
H 1.17 -1.85 0.48
H 1.90 -0.39 0.07
H 1.94 -0.99 1.73
H 0.12 0.45 2.04
H -0.77 -0.80 1.46
H -2.17 1.27 0.80
H -1.59 2.15 -0.77
H -0.24 0.01 -1.91
H 0.39 -0.39 -3.24
O -0.25 -0.69 -2.59
```

## Properties
Energy relative to the best compared isomer or geometry (same formula, charge and spin)   37.9 kcal/mol
Charge   0
SMILES string   C=NCC.O
Frontier orbital gap   0.4038 Ha
LUMO energy   0.99 eV
Calculated total energy   -6793.4114 eV

Mulliken population analysis, charges in e, atoms 1 to 8: number 1, C, carries -1.1666; number 2, C, carries -0.3676; number 3, C, carries -0.3191; number 4, N, carries -0.4208; number 5, H, carries 0.2762; number 6, H, carries 0.3328; number 7, H, carries 0.3586; number 8, H, carries 0.3404


Q: calculated total energy of number 2 (C9H16N4OS)?
A: -28430.4670 eV